{"formula": "C33H77I2N5O10PS", "method": "ωB97M-V/def2-TZVPD", "elements": ["C", "O", "C", "C", "P", "S", "C", "C", "C", "C", "O", "I", "C", "C", "I", "N", "H", "H", "H", "H", "H", "H", "H", "H", "H", "H", "H", "H", "H", "H", "H", "H", "H", "C", "O", "C", "C", "N", "C", "C", "O", "C", "H", "H", "H", "H", "H", "H", "H", "H", "H", "H", "H", "H", "H", "H", "H", "C", "O", "C", "C", "N", "C", "C", "O", "C", "H", "H", "H", "H", "H", "H", "H", "H", "H", "H", "H", "H", "H", "H", "H", "C", "O", "C", "C", "N", "C", "C", "O", "C", "H", "H", "H", "H", "H", "H", "H", "H", "H", "H", "H", "H", "H", "H", "H", "C", "O", "C", "C", "N", "C", "C", "O", "C", "H", "H", "H", "H", "H", "H", "H", "H", "H", "H", "H", "H", "H", "H", "H"], "coordinates": [[9.938438, 1.812009, 6.478578], [8.671011, 1.966506, 5.860480], [8.780198, 2.411056, 4.544168], [7.405414, 2.241057, 3.807612], [6.776831, 3.966558, 3.324651], [5.131244, 4.581167, 4.095889], [6.403600, 1.503529, 4.678537], [5.170603, 1.060126, 3.906055], [4.116565, 0.364450, 4.766738], [3.446252, 1.298261, 5.748285], [4.003951, 2.101992, 6.487703], [1.291000, 1.111352, 5.758009], [5.635456, 0.102907, 2.812788], [6.501256, 0.850754, 1.839186], [7.230694, -0.467030, 0.309741], [7.696773, 1.466557, 2.520241], [9.758164, 1.529717, 7.512782], [10.512659, 2.740012, 6.450175], [10.515508, 1.024526, 5.988305], [9.109102, 3.453058, 4.534943], [9.555631, 1.835683, 4.016645], [7.863870, 4.797071, 3.603821], [6.825219, 3.854971, 1.913567], [6.879926, 0.605280, 5.079537], [6.150422, 2.140823, 5.520322], [4.695655, 1.915464, 3.418503], [4.548213, -0.474119, 5.318661], [3.351877, -0.028447, 4.109126], [4.802012, -0.303902, 2.261641], [6.205871, -0.713525, 3.272098], [5.963039, 1.624671, 1.293548], [8.402345, 0.741602, 2.659674], [8.100980, 2.121748, 1.849821], [1.357147, 2.695611, -3.232606], [0.507695, 2.731855, -2.104147], [-0.467300, 1.693523, -2.057048], [-0.182051, 0.717830, -0.939925], [1.020600, -0.065988, -1.209875], [1.501282, -0.841636, -0.074671], [1.916773, -0.078637, 1.173224], [3.085885, 0.726382, 1.017089], [2.846583, 2.003901, 0.443700], [1.925046, 3.624532, -3.239594], [2.059648, 1.854069, -3.201141], [0.782971, 2.633321, -4.160603], [-0.527500, 1.179716, -3.020254], [-1.434902, 2.163571, -1.865200], [-1.033141, 0.039929, -0.838943], [-0.102500, 1.298847, -0.009899], [1.756056, 0.559878, -1.508877], [2.363319, -1.421102, -0.419501], [0.732454, -1.564839, 0.209901], [2.163076, -0.820747, 1.938288], [1.101425, 0.529357, 1.578450], [1.860735, 2.375761, 0.716252], [2.945362, 1.992197, -0.644516], [3.598333, 2.692352, 0.842451], [0.045235, 4.513679, 0.742527], [-0.091896, 3.653222, 1.861195], [0.341415, 4.215469, 3.096846], [-0.828799, 4.548727, 3.992497], [-1.604014, 5.659527, 3.464442], [-2.866168, 5.910821, 4.152947], [-3.928886, 4.819783, 4.135011], [-4.494342, 4.577860, 2.863128], [-3.785232, 3.681614, 2.033441], [-0.147236, 3.922869, -0.152305], [-0.663520, 5.347274, 0.770943], [1.058722, 4.925604, 0.681760], [0.956850, 5.102082, 2.916335], [0.948162, 3.467049, 3.619636], [-0.444268, 4.824396, 4.979511], [-1.422473, 3.630405, 4.112274], [-1.795998, 5.492231, 2.486375], [-3.306493, 6.804758, 3.706521], [-2.644039, 6.155334, 5.196571], [-4.752791, 5.163248, 4.764500], [-3.568653, 3.879788, 4.572187], [-3.278628, 2.907255, 2.617233], [-3.048070, 4.192163, 1.405266], [-4.510069, 3.203551, 1.374954], [-2.651396, -7.639613, 0.095073], [-1.946537, -7.127956, -1.017126], [-2.743886, -6.900719, -2.172260], [-2.897127, -5.424146, -2.455698], [-3.716274, -4.770255, -1.445737], [-3.738748, -3.313666, -1.528173], [-2.434697, -2.551608, -1.339844], [-1.903777, -2.607215, -0.024241], [-1.137446, -3.762828, 0.262687], [-1.911842, -7.930970, 0.838618], [-3.324319, -6.898833, 0.541709], [-3.236969, -8.522057, -0.177488], [-3.721618, -7.378184, -2.063766], [-2.232971, -7.366676, -3.018801], [-3.376543, -5.301120, -3.431717], [-1.886488, -4.997033, -2.527271], [-3.390572, -5.045993, -0.529802], [-4.438970, -2.956906, -0.768517], [-4.150191, -3.029060, -2.500498], [-2.656884, -1.497611, -1.525555], [-1.668431, -2.841585, -2.068761], [-0.604691, -4.131911, -0.617265], [-1.768576, -4.555011, 0.672917], [-0.407484, -3.495818, 1.029272], [-4.973638, -3.649103, -9.187813], [-6.057163, -2.819157, -8.826664], [-7.220345, -3.511908, -8.394174], [-7.464206, -3.312014, -6.916008], [-6.451388, -3.983994, -6.114598], [-6.484875, -3.667939, -4.691928], [-6.241907, -2.226928, -4.261376], [-4.921261, -1.765739, -4.486382], [-4.656909, -1.266770, -5.784296], [-4.225739, -3.014388, -9.659341], [-4.517780, -4.143827, -8.322249], [-5.281674, -4.415667, -9.904595], [-7.145253, -4.576127, -8.634547], [-8.069665, -3.100440, -8.945364], [-8.444927, -3.724999, -6.662487], [-7.502278, -2.228839, -6.733667], [-5.537711, -3.753304, -6.480449], [-5.729264, -4.287674, -4.201318], [-7.454514, -3.982238, -4.293348], [-6.388023, -2.188236, -3.178706], [-6.963244, -1.528303, -4.701054], [-5.538380, -0.790261, -6.219850], [-4.302871, -2.047602, -6.463305], [-3.866133, -0.522041, -5.692421]], "atomic_forces_ev_per_a": [[0.1, 0.0, 0.2], [-0.1, -0.1, -0.1], [-0.1, -0.2, 0.1], [0.7, 0.3, 0.4], [-0.9, 0.2, 0.2], [0.1, -0.1, -0.1], [-0.2, -0.2, -0.1], [-0.1, 0.0, -0.2], [0.1, 0.3, -0.1], [1.1, 2.1, 2.1], [-1.5, -2.3, -2.1], [0.3, 0.1, 0.1], [0.2, 0.2, 0.4], [0.0, -0.6, -0.5], [0.1, 0.2, 0.1], [-0.5, 0.4, -0.2], [0.0, 0.0, 0.0], [0.0, 0.1, 0.0], [0.0, -0.1, -0.1], [0.1, 0.1, -0.1], [0.0, -0.1, -0.1], [0.3, -0.1, -0.2], [0.1, 0.0, -0.1], [0.1, 0.1, 0.1], [0.0, 0.1, 0.0], [-0.1, 0.1, 0.1], [0.0, 0.0, 0.2], [-0.1, -0.2, -0.1], [-0.3, -0.1, -0.2], [0.0, -0.1, -0.1], [0.0, 0.1, 0.3], [0.0, -0.1, 0.3], [0.3, -0.1, -0.1], [0.0, 0.1, 0.0], [0.1, -0.1, -0.1], [-0.2, 0.0, 0.0], [0.2, 0.0, 0.0], [-0.1, 0.1, 0.1], [0.1, -0.1, -0.2], [0.0, -0.2, 0.2], [0.0, 0.0, 0.0], [0.2, 0.0, 0.1], [0.0, 0.0, 0.0], [0.0, 0.0, 0.0], [0.0, 0.0, 0.0], [0.0, 0.0, 0.0], [0.0, 0.0, 0.0], [0.0, 0.0, 0.1], [-0.1, 0.0, 0.0], [0.0, 0.0, -0.1], [0.0, 0.0, 0.0], [-0.1, 0.1, 0.0], [0.1, 0.0, 0.0], [0.0, 0.1, -0.1], [-0.1, 0.1, 0.0], [-0.1, 0.0, 0.0], [0.0, 0.0, 0.0], [-0.1, -0.1, 0.0], [0.1, 0.0, 0.0], [0.0, -0.1, 0.1], [-0.1, 0.1, -0.1], [0.0, -0.1, 0.0], [0.1, 0.1, 0.0], [-0.1, 0.0, 0.2], [0.0, 0.0, -0.1], [-0.1, 0.0, 0.0], [0.1, 0.0, 0.1], [0.0, 0.0, 0.0], [0.0, 0.0, 0.0], [0.0, 0.0, 0.0], [0.0, 0.0, -0.2], [0.0, 0.0, 0.0], [0.1, 0.0, 0.1], [0.0, 0.0, 0.0], [0.0, 0.0, 0.0], [0.0, 0.0, 0.0], [0.0, 0.0, 0.0], [0.1, 0.0, 0.0], [0.0, 0.0, 0.0], [0.1, 0.0, 0.0], [0.0, 0.0, 0.0], [0.1, 0.0, 0.0], [0.0, 0.1, 0.1], [0.0, -0.1, -0.1], [0.0, 0.1, 0.1], [0.2, 0.0, 0.0], [-0.2, -0.1, 0.0], [0.0, 0.2, -0.1], [0.2, 0.0, -0.1], [-0.1, 0.1, 0.2], [0.0, 0.0, 0.0], [0.0, 0.0, 0.0], [0.0, 0.0, 0.0], [0.0, 0.0, 0.0], [0.0, 0.0, 0.0], [0.0, 0.0, 0.0], [0.0, 0.0, -0.1], [0.0, 0.0, 0.0], [0.0, 0.0, 0.0], [0.1, 0.0, 0.0], [0.0, 0.0, 0.0], [0.0, -0.1, 0.0], [0.0, 0.0, 0.0], [0.1, -0.1, -0.1], [0.0, 0.0, 0.0], [0.0, 0.1, 0.0], [0.1, 0.0, 0.1], [-0.1, 0.0, -0.1], [0.1, 0.0, 0.1], [0.0, 0.1, 0.0], [0.1, -0.2, 0.0], [-0.1, 0.0, 0.2], [0.1, 0.0, -0.1], [0.1, 0.0, 0.1], [0.0, 0.0, 0.0], [0.0, 0.0, 0.0], [0.0, 0.0, 0.0], [0.0, 0.0, 0.1], [0.0, 0.0, 0.0], [0.0, 0.0, 0.0], [-0.1, 0.0, 0.0], [0.0, 0.0, 0.0], [0.0, 0.0, 0.0], [0.0, 0.0, 0.0], [0.0, 0.0, 0.0], [0.0, 0.0, -0.1], [0.0, 0.0, 0.0], [-0.1, 0.0, 0.0], [0.0, 0.0, 0.0]], "mulliken_charge": [-0.81, -0.26, -0.91, 1.09, 0.21, -0.25, -2.14, 1.26, -1.00, 0.21, -0.49, 0.04, -1.10, -1.03, 0.22, -0.11, 0.26, 0.31, 0.34, 0.37, 0.39, 0.12, 0.06, 0.39, 0.71, 0.00, 0.41, 0.18, 0.57, 0.47, 0.40, 0.61, 0.46, -0.79, -0.32, -1.13, 0.85, -0.26, -0.45, -0.25, -0.27, -0.56, 0.25, 0.32, 0.34, 0.52, 0.43, 0.02, -0.34, 0.19, 0.49, -0.27, 0.38, 0.19, 0.23, 0.20, 0.33, -0.69, -0.13, -0.32, -0.25, -0.29, -0.70, -0.47, -0.44, -0.47, -0.07, 0.44, 0.36, 0.44, -0.24, 0.38, 0.14, 0.09, 0.37, 0.41, 0.36, 0.32, 0.26, 0.11, 0.34, -0.70, -0.35, -0.90, -0.13, -0.24, -0.21, -0.25, -0.46, -0.71, 0.24, 0.29, 0.35, 0.43, 0.40, 0.25, 0.19, 0.16, 0.56, -0.48, 0.40, 0.26, 0.30, 0.28, 0.29, -0.70, -0.35, -0.78, -0.19, -0.27, -0.51, -0.66, -0.41, -0.62, 0.24, 0.28, 0.35, 0.41, 0.40, 0.36, 0.18, 0.07, 0.12, 0.42, 0.40, 0.49, 0.31, 0.21, 0.26], "total_charge": 1, "energy_ha": -3664.20913, "lumo_energy_ev": -3.4}